# 1
This record from the OMol25 dataset describes a 4-piece molecular cluster, C2H12O3S2 overall. The level of theory is wB97M-V/def2-TZVPD.

Output
HOMO level: -9.3 eV
spin multiplicity: 1
SMILES string: CCSS.O.O.O
HOMO-LUMO gap: 9.64 eV

```
19
C2H12O3S2 (wB97M-V/def2-TZVPD)
S 1.165 -2.692 -1.872
S 1.966 -2.658 0.043
O -0.011 0.202 1.004
O -2.619 2.108 2.737
O 2.465 2.388 1.277
C -0.659 -0.635 -2.147
C -0.516 -2.053 -1.640
H -2.669 2.875 3.324
H 0.698 -0.417 0.778
H -2.214 2.446 1.930
H -0.461 -0.562 -3.203
H 0.151 -0.028 -1.728
H 2.275 3.322 1.166
H -1.194 -2.720 -2.180
H -0.072 0.239 1.963
H -1.579 -0.117 -1.885
H 1.701 1.872 1.006
H 2.373 -1.376 0.037
H -0.798 -2.194 -0.610
```

***

# 2
This record from the OMol25 dataset describes a 4-piece molecular cluster, C2H12O3S2 overall. The level of theory is wB97M-V/def2-TZVPD.

Output
HOMO level (alpha / beta): -13.9 / -13.9 eV
spin multiplicity: 2
HOMO-LUMO gap (alpha / beta): 7.02 / 5.03 eV
total charge: +1
<S²>: 0.7553

```
19
C2H12O3S2 (wB97M-V/def2-TZVPD)
S 0.259 0.437 -1.429
S -0.990 2.252 -1.160
O -1.279 2.297 3.214
O -3.049 -0.825 -1.759
O 0.239 -4.952 -0.918
C 1.996 0.983 0.616
C 1.796 -0.004 -0.502
H 1.101 0.992 1.235
H 2.468 -0.342 -1.300
H -0.745 -4.868 -0.877
H -0.615 1.593 3.363
H 2.901 0.846 1.163
H 0.550 -3.995 -1.056
H 2.117 1.943 0.218
H -1.090 2.529 2.316
H -1.001 2.414 0.163
H -3.741 -0.256 -1.392
H 1.461 -0.907 0.081
H -2.378 -0.137 -1.975
```

***

Number 1: F_max 1.37 eV/A. Number 2: F_max 2.87 eV/A.